(1)
90
Properties=species:S:1:pos:R:3 method="wB97M-V/def2-TZVPD" total_charge=+1 spin_multiplicity=6 e_above_lowest_kcal_mol=183.3 lumo_ev="-2.149 / -3.961"
Rh 0.175 0.614 0.001
C 0.453 -1.145 -5.427
S -1.086 -1.113 -4.473
C -0.434 -0.797 -2.871
S -0.114 0.915 -2.330
N -0.308 -1.740 -2.026
N 0.278 -1.465 -0.817
C -0.230 -2.141 0.226
C 0.362 -2.088 1.465
C -0.404 -2.356 2.637
C 0.014 -2.106 3.898
C 1.396 -1.703 4.114
C 3.016 -0.485 3.485
N 1.662 -0.007 1.296
H 0.160 -1.319 -6.462
H 1.088 -1.959 -5.087
H 0.974 -0.192 -5.362
H -1.174 -2.673 0.104
H -1.404 -2.757 2.492
H -0.616 -2.283 4.757
H 1.863 -2.193 4.961
H 3.603 0.285 2.999
C -6.921 0.037 -1.484
C -5.748 -0.528 -1.970
C -4.547 0.156 -1.840
C -4.517 1.405 -1.216
C -5.698 1.975 -0.745
C -6.898 1.287 -0.877
Ge -2.797 2.214 -0.949
C 0.287 1.890 -3.751
C -0.725 2.314 -4.605
C -0.394 3.092 -5.705
C 0.926 3.456 -5.933
C 1.928 3.047 -5.063
C 1.613 2.257 -3.967
C -2.700 3.862 0.059
C -2.195 5.014 -0.543
C -2.042 6.183 0.196
C -2.396 6.203 1.537
C -2.902 5.059 2.144
C -3.048 3.888 1.412
H -7.857 -0.497 -1.580
H -5.771 -1.496 -2.454
H -3.636 -0.290 -2.227
H -5.689 2.953 -0.276
H -7.816 1.729 -0.512
H -1.752 2.029 -4.419
H -1.172 3.416 -6.384
H 1.175 4.067 -6.791
H 2.956 3.336 -5.240
H 2.384 1.919 -3.285
H -1.919 5.006 -1.591
H -1.648 7.074 -0.276
H -2.282 7.114 2.111
H -3.189 5.081 3.189
H -3.437 3.001 1.898
C -2.739 0.162 1.093
O -1.994 1.045 0.254
H -3.724 0.567 1.328
H -2.182 0.024 2.023
H -2.881 -0.809 0.615
C 0.066 1.470 8.607
C -0.037 -0.043 8.775
S 0.224 -0.937 7.271
O 0.166 -2.344 7.552
O -0.623 -0.363 6.252
C 1.930 -0.586 6.839
C 2.225 0.352 5.682
N 1.838 -0.128 4.292
C 1.019 0.863 3.468
N 1.071 0.813 2.202
C 1.728 -1.459 1.578
C 2.375 -1.718 2.935
N 3.284 -2.946 2.972
O 3.719 -3.242 4.065
O 3.525 -3.511 1.938
C 0.254 1.954 4.156
H -0.261 1.961 9.522
H -0.570 1.814 7.792
H 1.092 1.791 8.416
H -1.039 -0.359 9.075
H 0.679 -0.447 9.494
H 2.382 -1.570 6.716
H 2.391 -0.142 7.724
H 3.309 0.455 5.662
H 1.797 1.337 5.830
H 2.376 -1.862 0.802
H 0.909 2.711 4.596
H -0.407 1.567 4.927
H -0.338 2.442 3.386

=====

(2)
76
Properties=species:S:1:pos:R:3 method="wB97M-V/def2-TZVPD" total_charge=+1 e_above_lowest_kcal_mol=30.8 lumo_ev=-4.542
C 3.203 -3.248 -4.474
C 2.872 -2.187 -3.464
C 3.868 -1.656 -2.642
C 3.595 -0.538 -1.850
C 4.716 0.313 -1.363
C 2.256 -0.204 -1.562
C 1.926 0.832 -0.495
C 2.022 2.244 -1.093
C 2.701 0.788 0.841
C 2.845 -0.624 1.459
C 1.761 -0.867 2.520
C 0.940 -2.012 2.398
C 0.658 -2.666 1.060
C 0.416 -2.573 3.563
C 0.599 -1.937 4.799
C 0.360 -2.645 6.093
C 1.030 -0.610 4.787
C 1.613 -0.042 3.657
C 1.890 1.440 3.721
C 4.139 -1.092 2.118
N 4.406 -0.149 3.541
N 4.635 0.740 4.203
C 5.539 -1.069 1.430
C 6.060 -2.209 0.790
C 7.285 -2.163 0.110
C 8.080 -1.021 0.165
C 7.650 0.067 0.924
C 6.391 0.051 1.538
C 3.909 -2.525 2.696
C 3.473 -3.519 1.807
C 3.062 -4.768 2.296
C 3.158 -5.046 3.661
C 3.683 -4.092 4.527
C 4.057 -2.840 4.046
C 1.262 -0.651 -2.459
C -0.123 -0.050 -2.520
C 1.576 -1.664 -3.368
H 2.321 -3.480 -5.086
H 4.013 -2.910 -5.138
H 3.543 -4.169 -3.981
H 4.879 -2.069 -2.661
H 4.527 1.391 -1.467
H 4.862 0.133 -0.298
H 5.659 0.065 -1.868
H 0.871 0.645 -0.226
H 1.491 2.289 -2.049
H 1.571 2.979 -0.418
H 3.068 2.532 -1.271
H 3.646 1.368 0.855
H 2.019 1.318 1.507
H 2.617 -1.309 0.623
H 0.343 -3.708 1.201
H -0.126 -2.132 0.503
H 1.531 -2.689 0.401
H -0.091 -3.543 3.521
H 0.671 -2.008 6.929
H -0.695 -2.907 6.226
H 0.941 -3.574 6.146
H 0.964 -0.006 5.697
H 2.089 1.746 4.757
H 2.742 1.771 3.118
H 1.013 2.017 3.384
H 5.542 -3.160 0.857
H 7.627 -3.025 -0.466
H 9.036 -0.976 -0.357
H 8.262 0.960 1.043
H 6.071 0.918 2.125
H 3.444 -3.323 0.730
H 2.641 -5.498 1.605
H 2.837 -6.021 4.040
H 3.781 -4.290 5.598
H 4.430 -2.099 4.759
H -0.682 -0.546 -3.325
H -0.685 -0.192 -1.587
H -0.110 1.025 -2.751
H 0.786 -2.041 -4.032